1.
46
Properties=species:S:1:pos:R:3:lowdin_charge:R:1 method="wB97M-V/def2-TZVPD" homo_energy_ev=-11.91 charge=+1 gap_ev=9.107 de_lowest_kj_mol=0.00
C 1.13 4.12 1.29 -0.11
C 0.57 2.99 2.14 -0.27
C 1.58 1.85 2.27 -0.23
C 1.12 0.71 3.19 -0.20
C -0.22 0.08 2.83 -0.20
C -0.24 -0.46 1.40 -0.17
C -1.61 -1.03 1.05 -0.08
N -1.75 -1.24 -0.43 0.08
C -0.75 -2.21 -0.93 -0.30
N -0.70 -3.39 -0.50 0.14
C 0.29 -4.26 -1.07 -0.19
C 0.75 -3.81 -2.46 -0.14
C 1.12 -2.33 -2.47 -0.10
N 0.03 -1.59 -1.86 0.04
C -0.39 -0.29 -2.06 -0.14
C 0.10 0.71 -2.88 0.02
C -0.55 1.94 -2.85 -0.05
C -1.64 2.17 -2.02 -0.06
C -2.13 1.17 -1.19 0.01
C -1.48 -0.05 -1.23 -0.15
H 0.41 4.93 1.20 0.07
H 1.37 3.77 0.29 0.07
H 2.04 4.52 1.73 0.08
H -0.35 2.63 1.68 0.09
H 0.33 3.37 3.13 0.12
H 1.81 1.45 1.28 0.10
H 2.51 2.25 2.67 0.12
H 1.04 1.10 4.21 0.12
H 1.89 -0.06 3.20 0.11
H -0.43 -0.73 3.53 0.12
H -1.01 0.83 2.94 0.11
H 0.52 -1.23 1.29 0.13
H -0.01 0.36 0.72 0.10
H -2.40 -0.34 1.36 0.14
H -1.76 -2.00 1.53 0.14
H -2.69 -1.62 -0.60 0.22
H -0.15 -5.26 -1.11 0.12
H 1.13 -4.30 -0.37 0.13
H 1.60 -4.41 -2.78 0.12
H -0.07 -3.98 -3.17 0.12
H 1.28 -1.97 -3.49 0.13
H 2.04 -2.16 -1.89 0.14
H 0.95 0.54 -3.53 0.12
H -0.18 2.74 -3.48 0.12
H -2.11 3.14 -2.02 0.11
H -2.97 1.35 -0.54 0.13

2.
15
Properties=species:S:1:pos:R:3:lowdin_charge:R:1 method="wB97M-V/def2-TZVPD" homo_energy_ev=-9.10 gap_ev=10.072 de_lowest_kj_mol=227.28
H -1.41 -1.96 -0.38 0.04
N -0.89 -1.67 0.44 0.11
C -0.68 -0.42 0.53 -0.55
C -0.22 0.21 1.80 -0.07
N -1.04 0.52 -0.55 0.05
H 0.55 0.96 1.61 0.05
H -1.05 0.72 2.30 0.08
H 0.22 -0.54 2.44 0.08
H -1.78 0.21 -1.18 0.09
H -1.07 1.49 -0.30 0.08
C 1.09 -0.06 -1.53 -0.14
N 1.73 0.38 -0.47 0.02
H 0.67 -1.07 -1.54 0.05
H 1.55 0.06 -2.52 0.06
H 2.35 1.16 -0.64 0.04

3.
14
Properties=species:S:1:pos:R:3:lowdin_charge:R:1 method="wB97M-V/def2-TZVPD" homo_energy_ev=-14.09 charge=+1 gap_ev=9.491 de_lowest_kj_mol=416.99
C -4.02 -0.62 -0.15 0.20
N -3.04 -0.06 0.03 0.16
C -1.51 0.87 0.02 0.05
C -0.05 0.62 0.31 -0.08
C 0.80 -0.19 -0.43 -0.09
C 2.26 -0.42 -0.15 -0.07
H -5.08 -0.95 -0.28 0.15
H -2.07 1.48 0.61 0.07
H -1.61 1.08 -0.95 0.06
H 0.30 1.29 1.13 0.13
H 0.30 -0.62 -1.32 0.13
H 2.66 0.12 0.78 0.11
H 2.89 -0.03 -1.08 0.14
H 2.48 -1.43 -0.07 0.05

4.
9
Properties=species:S:1:pos:R:3:lowdin_charge:R:1 method="wB97M-V/def2-TZVPD" homo_energy_ev=-5.16 charge=-1 gap_ev=9.371 de_lowest_kj_mol=64.22
C -1.12 -0.20 0.04 -0.33
O 2.43 -0.79 0.00 -0.34
O 1.18 0.97 1.10 -0.36
O 1.07 0.78 -1.33 -0.36
O -0.04 -0.93 0.06 -0.27
S 1.30 0.10 -0.06 0.41
H -1.14 0.77 0.52 0.05
H -2.09 -0.60 0.69 0.11
H -1.59 -0.08 -1.02 0.10

Copy entry 1 word for word.
46
Properties=species:S:1:pos:R:3:lowdin_charge:R:1 method="wB97M-V/def2-TZVPD" homo_energy_ev=-11.91 charge=+1 gap_ev=9.107 de_lowest_kj_mol=0.00
C 1.13 4.12 1.29 -0.11
C 0.57 2.99 2.14 -0.27
C 1.58 1.85 2.27 -0.23
C 1.12 0.71 3.19 -0.20
C -0.22 0.08 2.83 -0.20
C -0.24 -0.46 1.40 -0.17
C -1.61 -1.03 1.05 -0.08
N -1.75 -1.24 -0.43 0.08
C -0.75 -2.21 -0.93 -0.30
N -0.70 -3.39 -0.50 0.14
C 0.29 -4.26 -1.07 -0.19
C 0.75 -3.81 -2.46 -0.14
C 1.12 -2.33 -2.47 -0.10
N 0.03 -1.59 -1.86 0.04
C -0.39 -0.29 -2.06 -0.14
C 0.10 0.71 -2.88 0.02
C -0.55 1.94 -2.85 -0.05
C -1.64 2.17 -2.02 -0.06
C -2.13 1.17 -1.19 0.01
C -1.48 -0.05 -1.23 -0.15
H 0.41 4.93 1.20 0.07
H 1.37 3.77 0.29 0.07
H 2.04 4.52 1.73 0.08
H -0.35 2.63 1.68 0.09
H 0.33 3.37 3.13 0.12
H 1.81 1.45 1.28 0.10
H 2.51 2.25 2.67 0.12
H 1.04 1.10 4.21 0.12
H 1.89 -0.06 3.20 0.11
H -0.43 -0.73 3.53 0.12
H -1.01 0.83 2.94 0.11
H 0.52 -1.23 1.29 0.13
H -0.01 0.36 0.72 0.10
H -2.40 -0.34 1.36 0.14
H -1.76 -2.00 1.53 0.14
H -2.69 -1.62 -0.60 0.22
H -0.15 -5.26 -1.11 0.12
H 1.13 -4.30 -0.37 0.13
H 1.60 -4.41 -2.78 0.12
H -0.07 -3.98 -3.17 0.12
H 1.28 -1.97 -3.49 0.13
H 2.04 -2.16 -1.89 0.14
H 0.95 0.54 -3.53 0.12
H -0.18 2.74 -3.48 0.12
H -2.11 3.14 -2.02 0.11
H -2.97 1.35 -0.54 0.13

Please write out number 1 again, unchanged.
46
Properties=species:S:1:pos:R:3:lowdin_charge:R:1 method="wB97M-V/def2-TZVPD" homo_energy_ev=-11.91 charge=+1 gap_ev=9.107 de_lowest_kj_mol=0.00
C 1.13 4.12 1.29 -0.11
C 0.57 2.99 2.14 -0.27
C 1.58 1.85 2.27 -0.23
C 1.12 0.71 3.19 -0.20
C -0.22 0.08 2.83 -0.20
C -0.24 -0.46 1.40 -0.17
C -1.61 -1.03 1.05 -0.08
N -1.75 -1.24 -0.43 0.08
C -0.75 -2.21 -0.93 -0.30
N -0.70 -3.39 -0.50 0.14
C 0.29 -4.26 -1.07 -0.19
C 0.75 -3.81 -2.46 -0.14
C 1.12 -2.33 -2.47 -0.10
N 0.03 -1.59 -1.86 0.04
C -0.39 -0.29 -2.06 -0.14
C 0.10 0.71 -2.88 0.02
C -0.55 1.94 -2.85 -0.05
C -1.64 2.17 -2.02 -0.06
C -2.13 1.17 -1.19 0.01
C -1.48 -0.05 -1.23 -0.15
H 0.41 4.93 1.20 0.07
H 1.37 3.77 0.29 0.07
H 2.04 4.52 1.73 0.08
H -0.35 2.63 1.68 0.09
H 0.33 3.37 3.13 0.12
H 1.81 1.45 1.28 0.10
H 2.51 2.25 2.67 0.12
H 1.04 1.10 4.21 0.12
H 1.89 -0.06 3.20 0.11
H -0.43 -0.73 3.53 0.12
H -1.01 0.83 2.94 0.11
H 0.52 -1.23 1.29 0.13
H -0.01 0.36 0.72 0.10
H -2.40 -0.34 1.36 0.14
H -1.76 -2.00 1.53 0.14
H -2.69 -1.62 -0.60 0.22
H -0.15 -5.26 -1.11 0.12
H 1.13 -4.30 -0.37 0.13
H 1.60 -4.41 -2.78 0.12
H -0.07 -3.98 -3.17 0.12
H 1.28 -1.97 -3.49 0.13
H 2.04 -2.16 -1.89 0.14
H 0.95 0.54 -3.53 0.12
H -0.18 2.74 -3.48 0.12
H -2.11 3.14 -2.02 0.11
H -2.97 1.35 -0.54 0.13